Here is a structure of composition C47H35KN10O8S6 in a non-equilibrium geometry from the OMol25 dataset. Energies are from ωB97M-V with the def2-TZVPD basis set.

Geometry as ORCA input:
```
! wB97M-V def2-TZVPD RIJCOSX def2/J DEFGRID3
* xyz -2 1
K 0.275 0.030 -0.057
S -3.366 4.067 1.728
S -4.335 -0.501 -5.261
S 0.141 0.300 5.462
S -6.855 -1.893 -5.991
S 2.804 -2.089 -0.236
S -2.676 0.989 -3.226
O 2.619 -0.308 -1.938
O -2.415 -3.386 -0.092
O 1.584 7.834 -3.019
O 3.022 8.390 -1.536
O -1.726 -1.229 0.027
O 2.446 -0.540 -4.173
O 2.139 -1.217 0.786
O 0.218 -5.230 -4.006
N 1.702 -0.878 3.581
N 0.059 0.681 2.918
N 0.718 2.847 -1.780
N 1.823 2.664 0.672
N 2.251 7.588 -2.034
N -2.526 3.199 -0.703
N -1.548 2.305 1.252
N 0.178 -1.717 -1.856
N -6.121 -0.803 -3.559
N -5.122 -0.102 -2.878
C -2.586 3.309 3.066
C -2.388 3.084 0.645
C 2.121 6.257 -1.405
C 4.741 -0.320 1.884
C 3.148 3.584 2.451
C 3.023 -3.752 0.665
C 0.202 4.034 -3.776
C 1.988 -3.925 1.732
C 2.407 2.551 1.843
C -1.676 2.409 2.622
C 5.146 -1.435 1.149
C 0.630 -3.883 1.412
C 6.075 -1.024 3.760
C 5.193 -0.121 3.180
C 1.944 3.828 0.009
C -1.752 -2.386 -0.446
C 1.381 -4.195 4.058
C 1.406 5.158 -2.027
C 4.593 -1.652 -0.222
C -9.422 -1.770 -1.100
C 0.032 -4.128 3.725
C -7.255 -1.139 -2.758
C 2.716 6.132 -0.203
C 0.664 -0.030 3.817
C -5.902 -1.100 -4.859
C -0.753 -2.644 -1.616
C 3.261 4.774 1.792
C 2.353 -4.072 3.069
C -0.783 -3.847 -2.306
C 2.145 -0.819 -3.007
C 0.178 -4.066 -3.283
C -4.089 0.148 -3.624
C -0.864 1.539 3.490
C -7.140 -1.033 -1.366
C 1.100 -1.936 -2.798
C 0.802 5.168 -3.305
C -8.216 -1.348 -0.554
C 1.141 -3.100 -3.544
C -8.463 -1.559 -3.309
C -9.532 -1.871 -2.477
C 6.502 -2.127 3.032
C -0.344 -3.961 2.395
C 6.038 -2.330 1.738
C 1.329 3.945 -1.306
C 2.647 4.919 0.535
C 0.185 2.881 -2.979
C -0.965 1.470 4.839
H 3.407 -4.090 3.333
H -0.551 -5.752 -3.755
H 4.056 0.381 1.423
H 6.428 -0.868 4.772
H 3.245 6.979 0.209
H 4.610 -0.747 -0.832
H -8.565 -1.644 -4.379
H 2.871 -4.456 -0.158
H -8.104 -1.266 0.520
H 6.378 -3.192 1.173
H 1.681 -4.332 5.093
H 1.860 -1.108 2.595
H 0.324 -3.764 0.378
H 1.894 -3.244 -4.308
H -2.235 2.374 -1.224
H 7.197 -2.833 3.471
H 4.026 -3.870 1.068
H 4.852 0.741 3.741
H -6.201 -0.718 -0.942
H -3.407 3.550 -1.038
H 5.081 -2.466 -0.762
H -1.614 2.024 5.499
H 3.816 5.605 2.214
H -0.277 1.967 -3.340
H -2.865 3.555 4.078
H 1.779 -1.675 4.191
H -1.547 -4.576 -2.056
H 2.283 1.597 2.348
H 0.818 6.060 -3.905
H -0.261 4.019 -4.754
H 3.606 3.427 3.419
H -0.723 -4.200 4.499
H -10.260 -2.022 -0.460
H -10.463 -2.198 -2.926
H -1.385 -3.882 2.099
*
```

Properties
LUMO in Eh: 0.0927
HOMO level in eV: -2.625
E_tot in eV: -161928.285
Energy relative to the best compared isomer or geometry (same formula, charge and spin) in kJ/mol: 132.76

Atomic partial charges in e from the Mulliken method, atoms 1 to 2:
1 K 1.37
2 S -0.30